Entry 1:
{"formula": "C4H8N2O", "method": "ωB97M-V with the def2-TZVPD basis set", "symbols": ["C", "N", "C", "C", "N", "C", "O", "H", "H", "H", "H", "H", "H", "H", "H"], "coordinates": [[-0.27, -1.71, -1.15], [-0.17, -0.93, 0.06], [-0.02, 0.46, -0.17], [1.30, 0.78, -1.03], [2.34, 1.02, -0.56], [-0.02, 1.21, 1.20], [-1.31, 1.21, 1.78], [0.60, -1.54, -1.80], [-0.36, -2.77, -0.90], [-1.17, -1.41, -1.70], [0.52, -1.30, 0.71], [-0.85, 0.84, -0.77], [0.24, 2.26, 1.05], [0.71, 0.79, 1.92], [-1.59, 0.31, 1.96]], "lumo_energy_ev": 0.5, "relative_energy_kj_mol": 265.5, "spin_multiplicity": 1, "energy_ha": -341.9025, "smiles": "CN[C@H](C#N)CO"}

Entry 2:
{"formula": "C40H47BrN4O8SSiW", "method": "ωB97M-V with the def2-TZVPD basis set", "symbols": ["W", "O", "C", "C", "O", "C", "C", "O", "C", "O", "O", "C", "Si", "C", "C", "N", "C", "C", "C", "C", "C", "C", "O", "C", "C", "C", "C", "C", "C", "H", "H", "H", "H", "H", "H", "H", "H", "H", "H", "H", "H", "H", "H", "H", "H", "H", "H", "O", "C", "C", "C", "N", "C", "Br", "C", "H", "H", "H", "H", "C", "C", "C", "C", "C", "C", "C", "C", "C", "C", "C", "C", "O", "H", "H", "H", "H", "H", "H", "H", "H", "H", "H", "H", "H", "H", "H", "H", "H", "H", "C", "N", "C", "S", "N", "C", "H", "H", "H", "H", "H", "H", "H", "H"], "coordinates": [[-0.18, -0.26, -0.21], [3.91, 4.02, 1.79], [3.12, 3.22, 1.40], [3.17, 1.69, 1.58], [4.03, 1.05, 2.12], [1.95, 1.25, 0.92], [1.23, 2.23, 0.32], [0.18, 1.90, -0.33], [1.79, 3.55, 0.67], [1.28, 4.64, 0.54], [1.41, 0.04, 0.84], [-2.73, -0.71, 3.94], [-2.28, -1.59, 2.30], [-2.32, -3.45, 2.53], [-3.93, -1.30, 1.46], [-0.64, -1.25, 1.53], [0.39, -1.84, 2.39], [0.17, -1.84, 3.77], [0.95, -2.45, 4.73], [2.06, -3.16, 4.31], [2.35, -3.17, 2.97], [1.58, -2.51, 2.01], [1.95, -2.57, 0.69], [3.11, -3.26, 0.38], [4.35, -2.70, 0.65], [5.49, -3.44, 0.36], [5.39, -4.72, -0.18], [4.13, -5.26, -0.44], [2.99, -4.53, -0.15], [-3.69, -0.20, 3.80], [-2.02, 0.02, 4.30], [-2.89, -1.47, 4.71], [-3.26, -3.76, 2.99], [-1.50, -3.84, 3.13], [-2.25, -3.92, 1.54], [-4.61, -1.50, 2.29], [-4.17, -2.00, 0.67], [-4.13, -0.28, 1.12], [-0.66, -1.30, 4.16], [0.68, -2.38, 5.77], [2.70, -3.69, 5.01], [3.22, -3.72, 2.64], [4.42, -1.72, 1.09], [6.47, -3.02, 0.56], [6.28, -5.29, -0.40], [4.05, -6.25, -0.85], [2.00, -4.93, -0.34], [-5.44, -0.29, -2.20], [-4.30, 0.04, -1.57], [-4.06, 1.35, -1.10], [-2.89, 1.67, -0.48], [-2.00, 0.67, -0.31], [-2.20, -0.54, -0.76], [-0.24, -2.67, -1.22], [-3.34, -0.95, -1.41], [-6.01, 0.48, -2.29], [-4.81, 2.12, -1.25], [-2.64, 2.65, -0.11], [-3.47, -1.96, -1.78], [3.09, -2.12, -2.70], [3.38, -0.62, -2.77], [3.70, -0.01, -1.42], [2.33, 0.13, -3.57], [2.81, 0.50, -4.83], [2.06, 1.18, -5.76], [0.76, 1.47, -5.42], [0.20, 1.11, -4.19], [-1.28, 1.46, -4.10], [-1.53, 2.62, -3.15], [-2.11, 0.20, -3.92], [0.99, 0.45, -3.23], [0.46, 0.05, -2.00], [3.97, -2.66, -2.35], [2.83, -2.50, -3.69], [2.27, -2.33, -2.03], [4.30, -0.50, -3.36], [2.97, -0.30, -0.67], [3.73, 1.08, -1.49], [4.67, -0.35, -1.07], [3.83, 0.25, -5.07], [2.46, 1.46, -6.72], [0.13, 1.99, -6.13], [-1.54, 1.85, -5.09], [-2.59, 2.88, -3.13], [-1.19, 2.41, -2.14], [-0.97, 3.49, -3.49], [-1.78, -0.39, -3.06], [-2.00, -0.44, -4.80], [-3.17, 0.43, -3.81], [-4.04, 4.29, 3.37], [-3.16, 3.19, 3.01], [-1.91, 3.22, 2.49], [-0.94, 1.84, 2.64], [-1.45, 4.29, 1.82], [-2.07, 5.57, 1.54], [-4.97, 3.85, 3.74], [-4.30, 4.91, 2.51], [-3.63, 4.92, 4.16], [-3.30, 2.34, 3.53], [-0.54, 4.16, 1.42], [-2.93, 5.48, 0.87], [-1.31, 6.17, 1.03], [-2.37, 6.10, 2.44]], "lumo_energy_ev": [-1.5, -1.5], "relative_energy_kj_mol": 132.6, "spin_multiplicity": 1, "energy_ha": -5702.1991}

Entry 3:
{"formula": "C8H13Br3O2", "method": "ωB97M-V with the def2-TZVPD basis set", "symbols": ["C", "C", "C", "Br", "C", "O", "C", "O", "C", "Br", "C", "C", "Br", "H", "H", "H", "H", "H", "H", "H", "H", "H", "H", "H", "H", "H"], "coordinates": [[2.24, -1.25, 0.26], [2.49, 0.14, -0.50], [2.04, 1.45, 0.29], [2.67, 1.54, 2.17], [0.45, 1.76, 0.21], [-0.12, 1.47, -1.10], [-1.51, 1.18, -0.94], [-2.32, 2.03, -0.51], [-2.01, -0.30, -1.33], [-0.57, -1.34, -2.28], [-2.64, -1.09, -0.07], [-1.78, -0.89, 1.29], [-2.61, -3.06, -0.45], [2.32, -1.20, 1.39], [3.09, -1.96, -0.09], [1.27, -1.76, -0.05], [1.94, 0.06, -1.52], [3.60, 0.26, -0.78], [2.54, 2.34, -0.25], [0.37, 2.91, 0.35], [-0.13, 1.32, 1.09], [-2.86, -0.19, -2.10], [-3.73, -0.84, 0.14], [-2.19, -1.67, 2.02], [-1.89, 0.18, 1.68], [-0.68, -1.11, 1.09]], "lumo_energy_ev": 0.0, "relative_energy_kj_mol": 209.9, "spin_multiplicity": 1, "energy_ha": -8185.0794}

Entry 4:
{"formula": "C30H32ClN3O5S", "method": "ωB97M-V with the def2-TZVPD basis set", "symbols": ["O", "N", "O", "C", "C", "C", "C", "S", "C", "Cl", "O", "O", "C", "C", "H", "H", "H", "H", "H", "C", "N", "C", "O", "C", "C", "C", "C", "C", "C", "C", "C", "N", "C", "C", "C", "C", "C", "C", "C", "C", "C", "C", "C", "C", "C", "H", "H", "H", "H", "H", "H", "H", "H", "H", "H", "H", "H", "H", "H", "H", "H", "H", "H", "H", "H", "H", "H", "H", "H", "H", "H", "H"], "coordinates": [[4.56, 4.37, 9.39], [3.55, 3.67, 9.15], [2.73, 3.33, 10.05], [3.28, 3.25, 7.81], [2.10, 2.53, 7.55], [1.72, 2.27, 6.23], [2.54, 2.68, 5.17], [1.84, 2.65, 3.42], [2.03, 1.22, 2.32], [1.87, 1.63, 0.70], [0.41, 2.79, 3.63], [2.62, 3.75, 2.87], [3.73, 3.40, 5.43], [4.11, 3.67, 6.74], [1.49, 2.20, 8.39], [0.78, 1.75, 6.04], [2.72, 0.42, 2.63], [4.37, 3.74, 4.61], [5.03, 4.22, 6.97], [-3.18, -0.85, -5.61], [-2.69, -0.44, -4.32], [-3.41, 0.43, -3.56], [-4.47, 0.96, -3.87], [-2.66, 0.59, -2.23], [-3.56, 0.21, -1.04], [-4.72, 1.17, -0.92], [-6.04, 0.69, -0.97], [-7.10, 1.59, -0.88], [-6.85, 2.97, -0.77], [-5.53, 3.44, -0.78], [-4.46, 2.54, -0.84], [-1.49, -0.29, -2.40], [-0.56, -0.39, -1.42], [0.52, -1.27, -1.43], [1.48, -1.48, -0.43], [2.58, -2.39, -0.66], [3.60, -2.60, 0.32], [4.63, -3.52, 0.14], [4.71, -4.31, -1.03], [5.78, -5.35, -1.21], [3.76, -4.08, -2.03], [2.75, -3.14, -1.86], [-1.52, -1.03, -3.67], [-1.76, -2.53, -3.45], [-0.28, -0.78, -4.53], [-4.08, -0.27, -5.83], [-2.43, -0.66, -6.38], [-3.43, -1.92, -5.60], [-2.33, 1.65, -2.15], [-3.92, -0.82, -1.21], [-2.94, 0.20, -0.13], [-6.21, -0.38, -1.10], [-8.12, 1.22, -0.90], [-7.68, 3.67, -0.70], [-5.31, 4.51, -0.74], [-3.43, 2.89, -0.85], [-0.67, 0.29, -0.57], [0.60, -1.89, -2.33], [1.34, -1.08, 0.57], [3.57, -2.02, 1.24], [5.40, -3.66, 0.90], [5.68, -5.87, -2.18], [6.79, -4.92, -1.17], [5.73, -6.12, -0.43], [3.80, -4.65, -2.96], [2.05, -2.99, -2.69], [-2.76, -2.69, -3.03], [-1.68, -3.04, -4.42], [-1.02, -2.96, -2.76], [-0.29, 0.25, -4.89], [0.64, -0.95, -3.97], [-0.31, -1.47, -5.39]], "lumo_energy_ev": -2.5, "relative_energy_kj_mol": 47.0, "spin_multiplicity": 1, "energy_ha": -2560.9552}

Entry 5:
{"formula": "C5H7NO", "method": "ωB97M-V with the def2-TZVPD basis set", "symbols": ["C", "C", "C", "C", "N", "C", "O", "H", "H", "H", "H", "H", "H", "H"], "coordinates": [[-0.09, -0.61, 1.93], [-0.03, 0.53, 0.86], [-0.04, 0.08, -0.65], [1.09, -0.83, -0.84], [1.98, -1.53, -1.08], [-0.71, 0.53, -2.11], [0.09, 1.52, -1.68], [-1.12, -0.95, 2.09], [0.28, -0.21, 2.89], [0.52, -1.49, 1.71], [-0.83, 1.24, 1.06], [0.93, 1.06, 1.01], [-0.28, -0.06, -2.94], [-1.79, 0.72, -2.25]], "lumo_energy_ev": 0.0, "relative_energy_kj_mol": 348.2, "spin_multiplicity": 1, "energy_ha": -324.5918, "smiles": "CC[C@@]1(C#N)CO1"}

Entry 6:
{"formula": "C32H51Cl8N6O7S2", "method": "ωB97M-V with the def2-TZVPD basis set", "symbols": ["C", "O", "C", "C", "C", "C", "N", "N", "C", "S", "C", "C", "O", "C", "C", "O", "C", "C", "C", "O", "C", "C", "C", "S", "C", "N", "N", "C", "O", "C", "C", "C", "C", "C", "N", "C", "C", "O", "N", "C", "C", "C", "O", "H", "H", "H", "H", "H", "H", "H", "H", "H", "H", "H", "H", "H", "H", "H", "H", "H", "H", "H", "H", "H", "H", "H", "H", "H", "H", "H", "H", "H", "H", "H", "H", "H", "H", "H", "H", "H", "H", "H", "H", "H", "H", "H", "C", "Cl", "Cl", "H", "H", "C", "Cl", "Cl", "H", "H", "C", "Cl", "Cl", "H", "H", "C", "Cl", "Cl", "H", "H"], "coordinates": [[2.12, -6.51, 0.34], [2.17, -5.64, -0.81], [0.89, -4.97, -0.80], [0.54, -4.33, -2.17], [0.67, -2.78, -2.38], [0.46, -1.79, -1.22], [1.29, -0.78, -1.13], [2.42, -0.48, -1.88], [2.21, -0.09, -3.04], [1.73, 0.43, -4.46], [1.11, 0.17, 0.05], [0.34, 1.54, -0.27], [0.21, 1.81, -1.68], [0.59, 3.17, -1.90], [1.98, 3.49, -2.53], [-0.16, 4.04, -1.60], [2.50, 0.73, 0.49], [2.46, 1.22, 2.07], [2.43, 2.87, 2.26], [1.23, 1.84, 2.53], [0.36, -0.90, 0.93], [1.09, -1.66, 2.08], [2.59, -2.09, 1.97], [3.19, -2.79, 0.38], [4.56, -3.91, 0.68], [5.66, -3.83, -0.07], [6.51, -4.82, 0.36], [5.86, -5.45, 1.35], [4.61, -4.91, 1.62], [-0.66, -1.67, -0.04], [-1.72, -0.77, -0.83], [-2.72, 0.06, 0.06], [-3.59, 1.01, -0.86], [-4.80, 0.17, -1.46], [-5.81, -0.19, -0.44], [-7.13, 0.21, -0.80], [-8.31, -0.79, -0.45], [-7.42, 1.27, -1.31], [-1.21, -2.87, 0.54], [-2.05, -3.71, -0.36], [-1.95, -2.71, 1.75], [-2.64, -4.02, 2.34], [-2.06, -1.72, 2.44], [3.12, -6.87, 0.66], [1.47, -7.41, 0.13], [1.63, -5.99, 1.22], [0.14, -5.79, -0.61], [0.84, -4.30, 0.10], [1.20, -4.82, -2.94], [-0.50, -4.66, -2.44], [1.67, -2.60, -2.86], [-0.07, -2.49, -3.19], [-0.66, 1.61, 0.23], [0.92, 2.40, 0.15], [2.38, 4.47, -2.13], [2.70, 2.68, -2.23], [1.83, 3.52, -3.64], [3.34, -0.02, 0.53], [2.88, 1.59, -0.09], [3.09, 0.63, 2.83], [1.89, 3.47, 3.04], [3.33, 2.72, 2.97], [-0.36, -0.23, 1.49], [0.55, -2.59, 2.43], [1.03, -0.99, 2.99], [2.76, -2.89, 2.74], [3.34, -1.30, 2.26], [6.25, -6.32, 1.91], [-1.13, -0.14, -1.56], [-2.37, -1.37, -1.53], [-2.26, 0.58, 0.94], [-3.45, -0.68, 0.50], [-4.06, 1.77, -0.19], [-2.95, 1.43, -1.68], [-5.25, 0.69, -2.35], [-4.40, -0.81, -1.88], [-5.84, -1.21, -0.34], [-8.22, -1.76, -1.01], [-9.26, -0.26, -0.70], [-8.36, -0.98, 0.65], [-1.82, -3.44, -1.43], [-3.15, -3.52, -0.27], [-1.90, -4.81, -0.25], [-2.07, -4.95, 2.07], [-2.86, -3.92, 3.42], [-3.64, -4.09, 1.81], [1.76, 5.66, 5.64], [3.28, 5.23, 4.86], [1.82, 5.36, 7.38], [1.57, 6.72, 5.47], [0.96, 5.07, 5.21], [5.30, 8.56, 3.11], [3.57, 8.20, 3.15], [5.99, 8.60, 4.74], [5.81, 7.80, 2.53], [5.44, 9.54, 2.64], [5.22, 6.11, -3.42], [4.75, 5.06, -4.76], [5.11, 5.26, -1.87], [6.25, 6.43, -3.57], [4.56, 6.97, -3.40], [-8.49, 3.06, -4.10], [-7.56, 2.35, -5.42], [-10.10, 3.57, -4.64], [-8.61, 2.32, -3.31], [-7.96, 3.92, -3.72]], "lumo_energy_ev": -3.9, "spin_multiplicity": 1, "charge": 1, "energy_ha": -6582.3690}

Entry 7:
{"formula": "C4H10I2OSi", "method": "ωB97M-V with the def2-TZVPD basis set", "symbols": ["C", "C", "O", "Si", "I", "I", "C", "C", "H", "H", "H", "H", "H", "H", "H", "H", "H", "H"], "coordinates": [[-1.19, 2.75, 0.28], [0.11, 2.22, 0.92], [0.70, 1.22, 0.16], [-0.16, -0.64, 0.31], [-1.25, -0.85, 2.49], [-1.73, -0.42, -1.56], [1.20, -1.83, -0.25], [0.72, -2.82, -1.25], [-1.94, 2.07, 0.70], [-1.27, 3.85, 0.39], [-1.40, 2.74, -0.87], [-0.17, 1.67, 1.88], [0.81, 2.98, 1.22], [2.10, -1.24, -0.58], [1.57, -2.38, 0.56], [0.73, -2.44, -2.19], [1.45, -3.59, -1.15], [-0.27, -3.30, -1.05]], "lumo_energy_ev": -0.2, "relative_energy_kj_mol": 130.8, "spin_multiplicity": 1, "energy_ha": -1118.5622, "smiles": "CCO[Si](I)(I)CC"}